No. 1
The following is a DFT calculation (the ωB97M-V functional and the def2-TZVPD basis) of a molecular structure, C11H25N3O11Pb at a distorted geometry.

Last column: natural (NBO) charge in e.
Geometry (Å):
Pb -1.54125 -0.65484 0.74488  1.568
C -4.63305 -0.74107 2.96843  0.944
O -5.59466 0.05939 2.72045  -0.852
O -4.44118 -1.18358 4.15097  -0.819
O -3.86680 -1.20783 2.02152  -0.842
C -0.90799 1.31799 3.06595  0.935
O -0.47233 1.61764 1.88396  -0.946
O -1.13340 0.08606 3.28979  -0.864
O -1.02875 2.23872 3.96186  -0.913
C -2.94774 2.01929 -1.58705  -0.189
O -2.65671 1.43708 -0.38836  -0.910
H -3.90115 2.58710 -1.55081  0.089
H -2.21125 2.73489 -2.02214  0.054
H -3.09485 1.29364 -2.42352  0.053
C -0.49566 -4.29322 1.96858  -0.206
O -0.75746 -3.04072 1.48236  -0.954
H 0.21531 -4.34997 2.82464  0.086
H -1.37906 -4.74126 2.46584  0.115
H -0.07254 -5.01616 1.23737  0.046
C 0.16531 -0.25676 -2.09037  -0.270
O 0.49871 -0.49719 -0.74112  -0.571
C 1.71625 -0.99357 -0.29864  -0.064
C 2.89170 -0.04216 -0.64852  -0.244
N 2.82925 1.20205 0.10231  -0.626
C 3.14210 2.42834 -0.62511  -0.232
C 2.39805 3.65340 -0.07594  -0.066
O 2.67179 3.99794 1.24658  -0.497
C 3.91177 4.56813 1.46734  -0.270
H -0.90655 -0.14806 -2.25340  0.239
H 0.36348 -1.15960 -2.68643  0.145
H 0.73133 0.62587 -2.39631  0.154
H 2.01626 -1.98224 -0.67675  0.147
H 1.52601 -1.10693 0.77375  0.250
H 2.86819 0.11968 -1.73766  0.144
H 3.78006 -0.63326 -0.39215  0.157
H 1.81405 1.30842 0.21405  0.404
H 2.83486 2.30436 -1.67960  0.147
H 4.20869 2.66160 -0.74147  0.144
H 1.33726 3.42670 -0.19442  0.242
H 2.69701 4.52173 -0.68694  0.121
H 4.05599 5.44287 0.81389  0.128
H 4.72651 3.84214 1.31773  0.147
H 4.02139 4.83568 2.51996  0.181
C -2.04411 -3.15393 -1.85463  0.700
O -2.23097 -2.13172 -1.20642  -0.657
N -1.33174 -4.19580 -1.41505  -0.894
N -2.54771 -3.26737 -3.14109  -0.946
H -1.11529 -4.07814 -0.41794  0.471
H -0.99945 -4.93084 -2.00557  0.338
H -2.28239 -4.08310 -3.66879  0.292
H -2.82730 -2.44138 -3.63603  0.390

## Properties
**HOMO-LUMO gap**: 1.19 eV
**E_HOMO**: 6.45 eV
**Net charge**: -4
**LUMO**: 7.638 eV

---

No. 2
The following is a DFT calculation (the ωB97M-V functional and the def2-TZVPD basis) of 2 unconnected molecules or ions with the total composition C11H25N3O2SSi at a distorted geometry.

Last column: natural (NBO) charge in e.
Geometry (Å):
H -1.74628 1.45276 1.48701  0.320
N -0.76658 1.16648 1.43877  -0.609
C -0.71669 -0.05137 1.76909  0.150
C -1.94483 -0.85496 2.14673  -0.957
Si -2.48140 -0.52789 3.93829  1.552
C -1.96741 -1.91762 5.10611  -0.884
C -1.32741 -1.30726 6.39457  -0.605
N -4.21839 -0.10410 4.06227  -0.816
C -4.42521 0.97581 4.56940  0.224
S -4.53853 2.41868 5.18141  0.027
H 0.24624 -0.54951 1.76519  0.176
H -2.73863 -0.70019 1.42290  0.263
H -1.63147 -1.90057 2.11533  0.246
H -1.74231 0.68167 4.36015  -0.206
H -1.17267 -2.46289 4.60180  0.236
H -2.80581 -2.55505 5.36119  0.248
H -1.31947 -0.22063 6.34035  0.207
H -0.29552 -1.61096 6.51968  0.214
H -1.92661 -1.54067 7.26634  0.214
C 0.62249 -0.23924 -5.78447  -0.245
O 1.89059 0.18512 -5.32274  -0.555
C 1.95031 1.56777 -4.98857  -0.070
C 2.12161 1.75626 -3.49526  -0.242
N 0.91252 1.38161 -2.77199  -0.626
C 1.07904 1.31905 -1.31848  -0.254
C 2.02575 0.26415 -0.75701  -0.085
O 1.58326 -1.07262 -0.93695  -0.554
C 1.93545 -1.66432 -2.17412  -0.244
H 0.72812 -1.26068 -6.14680  0.192
H -0.12157 -0.23089 -4.98093  0.160
H 0.27284 0.38775 -6.60989  0.170
H 1.07508 2.10943 -5.35775  0.177
H 2.83096 1.97732 -5.49202  0.182
H 2.34937 2.80623 -3.29011  0.192
H 2.98404 1.15133 -3.18411  0.166
H 0.60592 0.47479 -3.09762  0.348
H 0.09414 1.13160 -0.89550  0.221
H 1.39206 2.30316 -0.95869  0.195
H 2.06404 0.41733 0.32507  0.191
H 3.05452 0.38378 -1.11658  0.162
H 2.88769 -1.28807 -2.55525  0.174
H 1.15184 -1.51313 -2.92165  0.159
H 2.02890 -2.73946 -2.01518  0.185

## Properties
**HOMO-LUMO gap**: 9.17 eV
**E_HOMO**: -8.51 eV
**LUMO**: 0.658 eV

---

No. 3
The following is a DFT calculation (the ωB97M-V functional and the def2-TZVPD basis) of a gas-phase ion, C11H25N3O5P (charge -1) at a distorted geometry.

Last column: natural (NBO) charge in e.
Geometry (Å):
C 1.82130 -3.01875 1.94818  -0.669
C 2.60281 -2.68893 0.68604  -0.054
O 2.54438 -1.26521 0.50204  -0.813
P 2.44876 -0.73093 -0.98653  2.407
O 3.55983 -1.21087 -1.84089  -1.137
C 0.85604 -1.16320 -1.68142  -0.823
C -0.33460 -1.27963 -0.69785  -0.425
C -0.80548 0.08657 -0.17387  -0.168
C -0.14530 0.47866 1.17156  0.773
O 0.04200 -0.44567 1.98867  -0.796
O 0.07113 1.70246 1.31555  -0.784
N -2.25489 0.24248 0.01906  -0.444
C -2.90836 -0.94088 0.53189  -0.048
N -4.20445 -0.62457 1.16169  -0.828
C -2.91654 0.84560 -1.11819  -0.213
C -2.78321 2.37605 -1.04451  -0.218
N -3.07822 2.85966 0.29537  -0.850
O 2.37852 0.84172 -0.83614  -0.806
C 3.40628 1.46495 -0.05091  -0.071
C 3.35012 2.97301 -0.25824  -0.629
H 1.34113 -3.99216 1.87713  0.193
H 1.05100 -2.25530 2.07107  0.298
H 2.45909 -2.98155 2.82775  0.198
H 3.64529 -2.99236 0.74314  0.178
H 2.17335 -3.19469 -0.17874  0.168
H 1.00655 -2.14064 -2.13902  0.235
H 0.61275 -0.47067 -2.48388  0.243
H -1.11277 -1.80793 -1.24596  0.192
H -0.01999 -1.85594 0.16976  0.236
H -0.51191 0.84403 -0.89853  0.199
H -2.24976 -1.37596 1.27686  0.217
H -3.09441 -1.65153 -0.29002  0.116
H -4.96073 -0.98201 0.59338  0.336
H -4.27347 -1.13451 2.03276  0.351
H -2.43840 0.50123 -2.04795  0.152
H -3.97132 0.57491 -1.14345  0.185
H -3.43910 2.85700 -1.76748  0.170
H -1.73929 2.59402 -1.29201  0.169
H -2.25682 2.81676 0.88289  0.398
H -3.46898 3.78759 0.28528  0.341
H 3.23116 1.23337 0.99648  0.204
H 4.37996 1.07010 -0.33696  0.175
H 2.91394 3.44311 0.62017  0.223
H 2.72027 3.23463 -1.10165  0.224
H 4.35234 3.37599 -0.38256  0.193

## Properties
**HOMO-LUMO gap**: 7.53 eV
**E_HOMO**: -4.25 eV
**Net charge**: -1
**LUMO**: 3.273 eV

---

No. 4
The following is a DFT calculation (the ωB97M-V functional and the def2-TZVPD basis) of 2 unconnected molecules or ions with the total composition C11H26BFNO6PS at a distorted geometry.

Last column: natural (NBO) charge in e.
Geometry (Å):
C -5.57575 1.66175 0.41977  -0.442
N -5.08983 1.52988 -1.00679  -0.651
C -3.62721 1.89348 -1.13637  -0.239
C -2.60333 0.60045 -1.19106  -0.152
B -1.36329 1.23126 -2.12711  1.108
C -0.56075 2.52965 -1.46159  -1.067
O -1.03027 0.66209 -3.46866  -0.919
O -1.83710 0.28590 0.06045  -0.644
S -1.39191 -1.37994 0.09576  2.252
O 0.12116 -1.73337 -0.18024  -0.828
O -1.65952 -2.12819 1.43345  -0.773
O -2.14279 -1.91873 -1.34080  -0.594
C -3.19888 -0.88201 -1.59048  0.304
F -4.24087 -1.34036 -0.59683  -0.386
P -3.97676 -1.16098 -3.31207  1.356
O -2.97573 -1.84520 -4.35030  -1.012
H -4.86947 2.28937 1.11276  0.191
H -5.68463 0.57674 0.90329  0.223
H -6.62135 2.21499 0.41585  0.210
H -5.66444 2.23972 -1.55151  0.371
H -3.21922 2.59716 -0.27968  0.229
H -3.48459 2.51392 -2.14492  0.220
H 0.13136 2.23898 -0.55728  0.284
H -1.27383 3.39975 -1.12329  0.245
H 0.16692 3.01119 -2.27628  0.255
H -1.76425 1.04180 -4.06927  0.499
H -5.14903 -2.01999 -3.11160  0.003
H -4.44259 0.13485 -3.80266  -0.040
C 2.40047 0.76201 1.54840  -0.613
C 3.56133 0.15142 0.78013  -0.397
C 3.60107 -1.37566 0.88086  -0.405
C 3.80025 -1.92520 2.29940  -0.397
C 5.06914 -1.43944 3.00368  -0.398
C 6.34396 -1.86537 2.29080  -0.609
H 2.46194 0.54669 2.61792  0.202
H 2.40150 1.85180 1.43138  0.199
H 1.44377 0.38279 1.17399  0.207
H 4.50377 0.58462 1.13035  0.190
H 3.46897 0.42927 -0.27579  0.201
H 4.39577 -1.75235 0.22590  0.196
H 2.66425 -1.78371 0.48081  0.223
H 3.81834 -3.02172 2.24809  0.201
H 2.93384 -1.66989 2.91818  0.201
H 5.08249 -1.85020 4.02022  0.199
H 5.05511 -0.35102 3.11595  0.191
H 6.40260 -2.95518 2.22280  0.201
H 7.21973 -1.51103 2.84314  0.206
H 6.39962 -1.45198 1.28124  0.201

## Properties
**HOMO-LUMO gap**: 9.80 eV
**E_HOMO**: -10.36 eV
**LUMO**: -0.565 eV

---

No. 5
The following is a DFT calculation (the ωB97M-V functional and the def2-TZVPD basis) of a gas-phase ion, C11H26N (charge +1).

Last column: natural (NBO) charge in e.
Geometry (Å):
C 2.39489 -1.31418 -0.09379  -0.592
C 1.49033 -2.54334 -0.20179  -0.225
C 2.33292 -3.73552 -0.65428  -0.598
C 0.31771 -2.32992 -1.17734  -0.401
C -1.00695 -1.92188 -0.52734  -0.388
C -1.00256 -0.57877 0.21196  -0.431
C -0.79745 0.60538 -0.73439  -0.037
C -2.08554 1.08034 -1.38205  -0.637
N -0.12395 1.74589 -0.01233  -0.510
C -0.84087 2.34918 1.17398  -0.046
C -1.34971 3.73221 0.80128  -0.637
C 0.11793 2.40086 2.35315  -0.635
H 3.25374 -1.54060 0.53291  0.228
H 2.76411 -1.02645 -1.07607  0.209
H 1.88192 -0.46081 0.35050  0.153
H 1.08684 -2.77132 0.79066  0.195
H 1.73370 -4.64174 -0.67916  0.216
H 3.16397 -3.89831 0.02704  0.216
H 2.73538 -3.55997 -1.64926  0.208
H 0.12576 -3.27251 -1.69125  0.229
H 0.61001 -1.61553 -1.94999  0.187
H -1.78176 -1.90447 -1.29544  0.210
H -1.28518 -2.69227 0.19286  0.225
H -0.21172 -0.60481 0.96210  0.210
H -1.95422 -0.47823 0.73570  0.223
H -0.09465 0.30795 -1.51880  0.227
H -1.90488 1.90716 -2.06551  0.222
H -2.82347 1.38080 -0.64328  0.221
H -2.51231 0.26568 -1.95968  0.254
H 0.79175 1.40369 0.30777  0.441
H 0.04702 2.49929 -0.68837  0.434
H -1.67954 1.69439 1.41628  0.226
H -1.90907 4.15147 1.63259  0.254
H -2.01417 3.69881 -0.05795  0.227
H -0.52243 4.40640 0.58817  0.221
H -0.39017 2.81465 3.21932  0.254
H 0.97280 3.03832 2.13668  0.222
H 0.46981 1.40810 2.62512  0.225

## Properties
**HOMO-LUMO gap**: 11.37 eV
**E_HOMO**: -14.08 eV
**Net charge**: +1
**LUMO**: -2.706 eV
**Relative energy (zero: lowest compared OMol25 entry of this formula, charge and spin)**: 0.109 eV

---

No. 6
The following is a DFT calculation (the ωB97M-V functional and the def2-TZVPD basis) of a molecular structure, C11H26N2O2P2STi at a distorted geometry.

Last column: natural (NBO) charge in e.
Geometry (Å):
Ti 0.62697 0.22150 -0.09718  1.368
P 0.48077 2.83380 -0.84917  0.326
P 2.45997 -1.08789 -1.23001  0.293
N -1.10632 0.71358 0.87435  -0.656
N 0.00333 -1.56736 0.54783  -0.468
H -2.83911 -0.30056 1.53348  0.232
H -0.97903 -2.18727 2.33599  0.243
H -1.63753 -0.09695 2.77508  0.207
C -1.75407 -0.27883 1.70333  -0.243
H -1.96331 -2.26235 0.88984  0.252
C -1.18267 -1.66667 1.38973  -0.275
H -2.67703 2.11964 0.91210  0.223
H 0.30534 -3.63358 0.53513  0.236
C -1.78369 1.75164 0.41446  0.234
C 0.68945 -2.67585 0.18242  0.052
C -1.35699 2.35941 -0.83215  -0.821
C 1.82702 -2.64672 -0.61823  -0.336
H -1.87183 3.33458 -0.99686  0.268
H 2.31443 -3.58903 -0.84927  0.262
H 2.70815 -1.44351 -2.62911  0.104
H 3.83463 -1.17567 -0.78579  0.086
H 0.50428 3.45166 -2.13419  0.072
H 0.34833 4.00700 0.01012  0.049
H -1.22306 -1.63420 -1.86250  0.148
C -1.22467 -0.73338 -2.51501  0.121
C -0.44876 -1.05818 -3.77428  -0.615
C -2.66753 -0.41537 -2.86650  -0.641
O -0.52801 0.30601 -1.81401  -0.838
H -0.92071 -1.92095 -4.24894  0.234
H -0.45941 -0.21219 -4.48524  0.232
H 0.59545 -1.29110 -3.54183  0.188
H -3.28642 -0.25830 -1.98300  0.212
H -2.75738 0.43906 -3.55588  0.232
H -3.10347 -1.28252 -3.38501  0.243
H -1.15927 1.31113 -1.54060  0.436
C 3.12511 0.21288 3.46249  -0.759
S 1.44608 0.33498 2.78352  1.199
C 0.95424 1.95676 3.44693  -0.775
O 1.83974 0.74523 1.27007  -0.940
H 3.02456 -0.22499 4.46371  0.269
H 3.56985 1.21369 3.49563  0.265
H 3.70186 -0.45264 2.80874  0.270
H 1.86051 2.57201 3.58683  0.267
H 0.24603 2.44955 2.75875  0.271
H 0.46417 1.76194 4.41424  0.271

## Properties
**HOMO-LUMO gap (spin up / spin down)**: 8.42 / 5.85 eV
**E_HOMO (spin up / spin down)**: -14.94 / -15.00 eV
**Net charge**: +2
**Multiplicity**: 3
**⟨S²⟩**: 2.03
**LUMO (spin up / spin down)**: -6.514 / -9.152 eV